1.
Here is C50H59AsBrN5OPPdSi2 as an isolated structure from the Open Molecules 2025 dataset. Energies are from the ωB97M-V functional and the def2-TZVPD basis.

Calculated values
highest occupied orbital energy: -0.3293 hartree
spin multiplicity: 1
E_LUMO: -3.6 eV
orbital gap: 5.319 eV
ΔE to the lowest compared entry with this formula, charge and spin: 69.5 kcal/mol
net charge: +1

Last column: Löwdin charge in e.
Element x y z (Å)
Pd -1.0574 -0.0703 0.2926  0.57
Br 0.3851 3.7603 6.4896  0.78
C -0.2626 2.5264 5.2268  -0.70
C 0.2662 2.5145 3.9478  -0.11
C -0.2108 1.5953 3.0274  -0.06
C -1.1811 0.6749 3.3815  -0.26
C -1.7352 0.7246 4.6562  -0.02
C -1.2735 1.6487 5.5832  -0.11
N -1.6230 -0.2911 2.4062  0.03
C -1.9537 -1.4393 2.8181  -0.09
C -2.6091 -2.4552 1.9613  -0.27
C -3.1964 -3.5536 2.5626  0.00
C -3.9272 -4.4331 1.7725  -0.04
C -4.0385 -4.1655 0.4217  -0.04
C -3.3915 -3.0417 -0.0868  -0.14
N -2.6756 -2.2147 0.6579  0.10
H 1.0430 3.2187 3.6733  0.11
H 0.1702 1.5699 2.0175  0.06
H -2.5624 0.0741 4.9170  0.12
H -1.7004 1.6886 6.5764  0.11
H -1.8032 -1.7067 3.8620  0.13
H -3.1042 -3.7020 3.6336  0.12
H -4.4040 -5.3027 2.2105  0.12
H -4.6202 -4.8042 -0.2327  0.11
H -3.4666 -2.7876 -1.1400  0.10
C 2.7230 -0.3269 0.2603  -0.37
C 3.0712 0.4699 1.5153  -0.42
As 4.8454 1.3733 1.4340  1.31
C 4.5830 2.4325 -0.1817  -0.43
C 5.7145 2.8712 -0.8726  -0.13
C 5.5901 3.6492 -2.0162  -0.08
C 4.3299 4.0119 -2.4786  -0.08
C 3.1997 3.6091 -1.7791  -0.08
C 3.3279 2.8308 -0.6328  -0.12
C 5.8035 -0.1674 0.6980  -0.43
C 6.2407 -1.1039 1.6354  -0.13
C 6.8907 -2.2643 1.2321  -0.09
C 7.1228 -2.4946 -0.1181  -0.09
C 6.6861 -1.5699 -1.0596  -0.08
C 6.0262 -0.4135 -0.6551  -0.11
P 1.0554 -1.1359 0.1435  1.03
C 1.2059 -1.7587 -1.5759  -0.34
C 1.5161 -0.7990 -2.5468  -0.12
C 1.6441 -1.1513 -3.8822  -0.07
C 1.4572 -2.4729 -4.2784  -0.08
C 1.0989 -3.4215 -3.3339  -0.10
C 0.9591 -3.0633 -1.9960  -0.11
C 1.3509 -2.4877 1.3424  -0.34
C 1.1899 -2.1220 2.6848  -0.13
C 1.4129 -3.0309 3.7110  -0.07
C 1.8050 -4.3294 3.4130  -0.07
C 2.0181 -4.6911 2.0903  -0.07
C 1.8072 -3.7778 1.0635  -0.08
H 3.4111 -1.1608 0.1386  0.09
H 2.8320 0.3036 -0.6156  0.04
H 3.1166 -0.1724 2.3938  0.05
H 2.3358 1.2490 1.7145  0.03
H 6.7022 2.6016 -0.5160  0.10
H 6.4784 3.9758 -2.5440  0.11
H 4.2328 4.6179 -3.3713  0.10
H 2.2137 3.9035 -2.1198  0.09
H 2.4317 2.5512 -0.0898  0.07
H 6.0765 -0.9241 2.6932  0.09
H 7.2230 -2.9831 1.9719  0.10
H 7.6478 -3.3879 -0.4352  0.10
H 6.8564 -1.7483 -2.1147  0.10
H 5.6849 0.2899 -1.4038  0.09
H 1.6330 0.2426 -2.2671  0.10
H 1.9045 -0.3932 -4.6138  0.11
H 1.5832 -2.7560 -5.3182  0.11
H 0.9254 -4.4495 -3.6348  0.11
H 0.6178 -3.8093 -1.2931  0.09
H 0.9126 -1.1026 2.9332  0.08
H 1.2850 -2.7204 4.7435  0.11
H 1.9651 -5.0495 4.2070  0.11
H 2.3617 -5.6899 1.8502  0.11
H 2.0501 -4.0736 0.0552  0.09
C -1.0679 2.0994 -4.2489  0.02
N -1.3220 0.6568 -4.1372  -0.02
C -1.6096 -0.0932 -5.2288  -0.04
C -1.8338 -1.4138 -5.1319  0.00
C -1.7695 -1.9669 -3.8185  -0.38
N -1.5496 -1.2368 -2.7385  0.20
C -1.2863 0.0809 -2.8687  -0.48
O -0.9900 0.8560 -1.9337  -0.07
N -1.9350 -3.2940 -3.6456  0.18
H -0.8672 2.3406 -5.2888  0.10
H -0.2129 2.3634 -3.6351  0.09
H -1.9277 2.6658 -3.8995  0.08
H -1.6389 0.4326 -6.1734  0.14
H -2.0455 -2.0178 -6.0038  0.12
H -2.1345 -3.9023 -4.4178  0.12
H -1.8768 -3.6698 -2.7160  0.10
C -2.4919 4.0152 1.8388  -0.18
Si -2.1973 3.1224 0.2249  0.40
C -0.3404 3.1257 -0.0602  -0.20
C -2.9466 4.1188 -1.1586  -0.17
C -3.1025 1.4921 0.2742  -0.21
Si -4.9431 1.3412 0.4484  0.38
C -5.6808 1.5241 -1.2517  -0.17
C -5.6326 2.6408 1.5894  -0.18
C -5.5028 -0.3167 1.0926  -0.17
H -1.7441 4.8049 1.9871  0.04
H -2.4342 3.3266 2.6896  0.02
H -3.4811 4.4884 1.8578  0.03
H -0.1241 3.7122 -0.9602  0.04
H 0.0796 2.1366 -0.2255  -0.03
H 0.1736 3.5939 0.7853  0.03
H -2.6120 5.1633 -1.0912  0.05
H -4.0431 4.1161 -1.1223  0.02
H -2.6331 3.7144 -2.1269  0.01
H -2.7023 0.5531 -0.0935  -0.10
H -5.5007 2.5149 -1.6836  0.02
H -6.7670 1.3713 -1.1950  0.04
H -5.2640 0.7756 -1.9362  0.03
H -5.5707 3.6498 1.1607  0.03
H -5.0912 2.6470 2.5426  0.03
H -6.6898 2.4336 1.7997  0.04
H -5.4447 -1.0893 0.3209  0.02
H -6.5508 -0.2338 1.4033  0.04
H -4.9202 -0.6517 1.9589  0.02

2.
Here is C50H59BiN2O4S2 as an isolated structure from the Open Molecules 2025 dataset. Energies are from the ωB97M-V functional and the def2-TZVPD basis.

Calculated values
highest occupied orbital energy (spin up / spin down): -0.0699 / -0.0702 hartree
spin multiplicity: 1
E_LUMO (spin up / spin down): 2.1 / 2.4 eV
orbital gap (spin up / spin down): 3.976 / 4.261 eV
net charge: -2

Last column: Löwdin charge in e.
Element x y z (Å)
Bi -2.4324 -2.3557 2.3894  1.29
C 2.0131 -1.5830 4.8928  -0.10
O 1.4816 -1.9032 3.6267  -0.09
C 1.8864 -1.2622 2.5209  -0.17
C 2.5364 -1.9238 1.4043  -0.11
C 2.2552 -3.3663 0.9485  -0.09
C 1.5869 -3.2659 -0.4336  -0.12
C 2.3440 -3.3487 -1.6776  -0.01
C 1.8785 -2.8863 -2.8801  -0.21
C 0.5060 -2.4258 -2.9547  -0.03
C -0.2689 -2.3954 -1.8462  -0.14
C -1.7778 -2.3946 -1.9668  -0.10
C -2.4903 -1.0819 -1.6361  -0.12
C -3.9041 -1.1107 -1.7407  -0.01
C -4.6874 0.0050 -1.3826  -0.14
C -4.0681 1.1002 -0.6846  -0.01
C -2.7157 1.1740 -0.5364  -0.11
C -2.2317 2.5439 -0.1057  -0.14
C -1.0340 2.7066 0.7215  -0.19
C -0.3630 3.8932 0.6066  -0.04
C 0.5259 4.2539 1.6215  -0.22
C 0.8956 3.3351 2.7058  0.00
C 0.3155 2.0602 2.6834  -0.14
C 0.9295 0.8625 3.3866  -0.14
C 1.8761 0.1708 2.5098  -0.12
C 2.7921 0.8828 1.7004  0.03
C 3.6780 0.1900 0.8856  -0.18
C 3.4583 -1.1953 0.7110  0.01
C 4.7035 0.9584 0.0902  -0.53
C 3.9188 1.6453 -0.9934  -0.05
C 5.8618 0.0245 -0.4413  -0.04
C 5.3891 1.9919 1.0422  -0.05
C -0.7871 1.7174 1.7573  -0.34
O -1.4191 0.6394 1.8940  -0.12
C 0.9396 5.6855 1.5742  -0.54
C 0.8766 6.1773 0.1081  -0.07
C 2.4025 6.0436 2.0532  -0.08
C 0.1093 6.4120 2.6774  -0.06
C -1.8707 0.0229 -0.9982  -0.15
O -0.5210 0.1670 -0.8477  -0.07
C -0.0388 1.2668 -1.5790  -0.07
C -6.2145 0.0180 -1.7743  -0.57
C -6.5704 1.2827 -2.5579  -0.08
C -6.5213 -1.0559 -2.7949  -0.09
C -6.9278 0.0965 -0.4611  -0.06
C 0.2014 -2.8050 -0.4813  -0.34
O -0.3489 -2.2985 0.5469  -0.25
C 2.5723 -2.9159 -4.2475  -0.59
C 1.6898 -3.8916 -5.0421  -0.05
C 4.0238 -3.2119 -4.3154  -0.06
C 2.4032 -1.5025 -4.7437  -0.07
H 2.5595 -0.6449 4.9224  0.08
H 3.0430 -2.4382 5.3101  -0.03
H 1.1335 -1.5838 5.5996  0.11
H 1.5665 -3.8863 1.5791  0.10
H 3.2036 -3.9472 0.8915  0.12
H 3.3178 -3.8276 -1.6539  0.10
H 0.0442 -2.1177 -3.8930  0.10
H -2.1475 -3.1294 -1.2215  0.12
H -2.1511 -2.7402 -2.9592  0.12
H -4.3448 -1.9655 -2.2715  0.10
H -4.6800 1.9320 -0.4148  0.10
H -3.0060 2.9856 0.5288  0.13
H -2.2537 3.1528 -1.0286  0.13
H -0.5347 4.6043 -0.1901  0.09
H 1.6872 3.6686 3.4295  0.12
H 0.2066 0.2246 3.8376  0.09
H 1.3793 1.2860 4.3457  0.13
H 2.9180 1.9376 1.8283  0.10
H 3.9456 -1.6826 -0.1486  0.11
H 3.5413 0.9373 -1.7815  0.10
H 4.4992 2.3575 -1.6053  0.08
H 3.0431 2.1464 -0.6012  0.07
H 5.4731 -0.7281 -1.1184  0.05
H 6.3903 -0.4171 0.3812  0.07
H 6.5074 0.6712 -1.1012  0.09
H 4.7339 2.7899 1.3278  0.06
H 6.2267 2.5040 0.5589  0.08
H 5.7891 1.5765 1.9202  0.07
H 1.4171 5.4516 -0.5504  0.11
H 1.4451 7.0877 0.0941  0.06
H -0.1401 6.3305 -0.2456  0.07
H 3.1162 5.4661 1.4690  0.07
H 2.5773 5.8692 3.1028  0.06
H 2.7062 7.0912 1.8912  0.07
H -0.9948 6.3090 2.5155  0.09
H 0.3733 7.4544 2.7202  0.06
H 0.3309 5.8893 3.6313  0.08
H -0.8291 1.9802 -1.8366  0.09
H 0.4083 1.0307 -2.5676  0.09
H 0.8608 1.6541 -1.0870  0.09
H -5.8700 1.2941 -3.4238  0.10
H -6.4982 2.2011 -2.0613  0.05
H -7.5710 1.2391 -2.9743  0.07
H -5.9039 -0.8994 -3.7005  0.09
H -7.6090 -1.0571 -3.1362  0.10
H -6.3584 -2.0773 -2.3811  0.09
H -6.7494 1.0491 0.0477  0.08
H -6.6560 -0.7158 0.2098  0.09
H -7.9985 0.0283 -0.5995  0.07
H 1.5300 -4.7967 -4.4304  0.10
H 2.1108 -4.2077 -6.0037  0.07
H 0.6845 -3.5378 -5.2438  0.07
H 4.2019 -4.1270 -3.7884  0.07
H 4.5648 -2.4303 -3.7794  0.09
H 4.3177 -3.2717 -5.3876  0.09
H 1.3650 -1.2258 -4.9079  0.07
H 2.9078 -1.3969 -5.6805  0.07
H 2.7146 -0.7669 -3.9980  0.09
S -2.6754 -5.7715 3.5848  0.64
C -4.0091 -4.9346 3.9972  -1.27
S -4.1098 -3.1469 4.3062  0.28
C -5.1274 -5.6134 4.3490  -0.57
C -5.1656 -6.3004 5.5237  -0.32
N -5.2537 -7.0847 6.3409  0.11
C -6.0298 -5.8446 3.3205  -0.28
N -6.6250 -6.2701 2.4138  0.09
H 3.5928 -2.7620 5.8584  0.08

Number 1: E -8147.56283 Ha. Number 2: E -3361.79413 Ha.